(1)
{"formula": "C18H45MnO12P2", "method": "ωB97M-V/def2-TZVPD", "total_charge": 1, "multiplicity": 6, "e_tot_ha": -3449.23994, "gap_ev": [4.557, 4.467], "largest_force_ev_per_a": 2.51, "species": ["Mn", "O", "H", "C", "O", "C", "C", "O", "C", "C", "O", "C", "H", "H", "H", "H", "H", "H", "H", "H", "H", "H", "H", "H", "H", "H", "C", "C", "O", "P", "O", "O", "C", "C", "O", "C", "C", "H", "H", "H", "H", "H", "H", "H", "H", "H", "H", "H", "H", "H", "H", "H", "C", "C", "O", "P", "O", "O", "C", "C", "O", "C", "C", "H", "H", "H", "H", "H", "H", "H", "H", "H", "H", "H", "H", "H", "H", "H"], "positions_angstrom": [[-0.0410, -2.1952, -5.8193], [0.2232, -2.8831, -4.1417], [0.0787, -2.2940, -3.4024], [3.5234, 0.6455, 3.0140], [2.7017, 0.0746, 1.9777], [2.8501, -1.3025, 1.9027], [1.9119, -1.7954, 0.8463], [1.8658, -3.1857, 0.8984], [1.3640, -3.6836, -0.2533], [1.1248, -5.1585, -0.2551], [-0.0157, -5.4997, 0.4276], [-0.3465, -6.8587, 0.2748], [3.1550, 1.6647, 3.1424], [4.5906, 0.5777, 2.7997], [3.3156, 0.1627, 3.9833], [2.6034, -1.8309, 2.8370], [3.8894, -1.5651, 1.6665], [2.2934, -1.5025, -0.1505], [0.9211, -1.3350, 0.9668], [1.9403, -3.4017, -1.1542], [0.3889, -3.2007, -0.4995], [2.0037, -5.7161, 0.1130], [1.0977, -5.4226, -1.3330], [-0.5080, -7.1018, -0.7854], [-1.2661, -7.0415, 0.8229], [0.4349, -7.5116, 0.6820], [-1.2143, 1.8786, 3.1746], [-0.5589, 0.5555, 2.7868], [-1.5217, -0.5169, 2.6350], [-2.6229, -0.5151, 1.5240], [-3.6987, 0.4396, 1.6796], [-1.7964, -0.3286, 0.1718], [-2.5209, -0.2020, -1.0712], [-2.0243, -1.2081, -2.0572], [-3.0675, -2.0037, 1.5459], [-2.1716, -3.0712, 1.1620], [-2.9000, -4.0887, 0.3617], [-1.6869, 2.3479, 2.3226], [-1.9750, 1.6792, 3.9369], [-0.5103, 2.5549, 3.6582], [0.0137, 0.6657, 1.8579], [0.1480, 0.2082, 3.5399], [-3.6035, -0.2308, -0.9349], [-2.3051, 0.7999, -1.4624], [-2.4460, -1.0777, -3.0629], [-0.9477, -1.1860, -2.1941], [-2.3093, -2.2147, -1.7337], [-1.3045, -2.7116, 0.6018], [-1.7873, -3.4969, 2.0895], [-2.2551, -4.7931, -0.1495], [-3.5660, -4.6554, 1.0140], [-3.5199, -3.6326, -0.4186], [-2.8153, 5.2064, -1.7102], [-2.0918, 4.1515, -0.9288], [-0.9138, 3.6826, -1.6412], [0.4003, 4.5349, -1.6613], [0.3530, 5.7404, -2.4514], [0.6498, 4.7691, -0.1212], [1.8036, 5.5262, 0.3190], [3.0835, 4.7236, 0.3929], [1.5012, 3.5221, -2.1613], [1.7721, 2.1908, -1.7254], [1.0897, 1.1987, -2.6436], [-2.1732, 6.0693, -1.8445], [-3.1252, 4.7944, -2.6749], [-3.7549, 5.4699, -1.2231], [-1.7452, 4.5460, 0.0315], [-2.7105, 3.2948, -0.6770], [1.9420, 6.3804, -0.3638], [1.5836, 6.0251, 1.2616], [3.8104, 5.1768, 1.0634], [2.8302, 3.7499, 0.8445], [3.5177, 4.4842, -0.5716], [2.8546, 2.0052, -1.7187], [1.5589, 1.9831, -0.6673], [1.4076, 1.3786, -3.6750], [1.2116, 0.1586, -2.3431], [0.0116, 1.4019, -2.6484]], "mulliken_spin": [4.833, 0.171, -0.025, 0.000, 0.000, 0.000, 0.000, -0.001, -0.004, 0.000, 0.000, 0.000, 0.000, 0.000, 0.000, 0.000, 0.000, 0.000, 0.000, 0.003, 0.006, 0.000, 0.000, 0.000, 0.000, 0.000, 0.000, 0.000, 0.000, 0.000, 0.000, 0.000, -0.007, 0.011, 0.000, 0.000, 0.000, 0.000, 0.000, 0.000, 0.000, 0.000, -0.001, 0.002, 0.001, 0.008, -0.004, 0.000, 0.000, 0.000, 0.000, 0.000, 0.000, 0.000, 0.000, 0.000, 0.000, 0.000, 0.000, 0.000, 0.000, 0.002, 0.006, 0.000, 0.000, 0.000, 0.000, 0.000, 0.000, 0.000, 0.000, 0.000, 0.000, 0.000, 0.000, -0.001, 0.000, -0.001]}

---

(2)
{"formula": "C18H45N7O8", "method": "ωB97M-V/def2-TZVPD", "total_charge": 0, "e_tot_ha": -1698.13975, "gap_ev": 9.562, "largest_force_ev_per_a": 2.05, "species": ["C", "O", "C", "C", "N", "C", "C", "O", "C", "H", "H", "H", "H", "H", "H", "H", "H", "H", "H", "H", "H", "H", "H", "H", "C", "C", "N", "O", "H", "H", "H", "H", "H", "C", "C", "N", "O", "H", "H", "H", "H", "H", "C", "C", "N", "O", "H", "H", "H", "H", "H", "C", "C", "N", "O", "H", "H", "H", "H", "H", "C", "C", "N", "O", "H", "H", "H", "H", "H", "C", "C", "N", "O", "H", "H", "H", "H", "H"], "positions_angstrom": [[3.3659, -0.0312, -2.5595], [3.1290, 0.5505, -1.3018], [3.7826, 0.0059, -0.1947], [3.0008, 0.2046, 1.0734], [1.9957, -0.8585, 1.2040], [1.5672, -1.3842, 2.4898], [0.9151, -2.7662, 2.3368], [1.5611, -3.5463, 1.3122], [2.3803, -4.5657, 1.8646], [2.8784, 0.5665, -3.3278], [2.9032, -1.0271, -2.6227], [4.4406, -0.1369, -2.7426], [4.7714, 0.4748, -0.0812], [4.1148, -1.0437, -0.2149], [2.4642, 1.1540, 1.1200], [3.7156, 0.1313, 1.9042], [2.1407, -1.6189, 0.5606], [0.8781, -0.6970, 2.9776], [2.4715, -1.5271, 3.1038], [-0.1462, -2.7559, 2.0837], [1.0433, -3.2740, 3.2941], [2.7999, -5.1219, 1.0278], [1.8933, -5.2225, 2.5841], [3.2517, -4.1214, 2.3641], [-1.9693, 1.6221, 4.8617], [-0.5968, 2.2649, 4.7667], [0.2202, 1.8083, 3.8015], [-0.3589, 3.3018, 5.3725], [-2.0149, 0.6923, 4.2867], [-2.6512, 2.2982, 4.3388], [-2.3978, 1.4803, 5.8482], [1.1400, 2.2220, 3.8123], [0.0893, 0.9425, 3.3228], [1.4019, 3.1177, -1.0970], [1.8473, 3.9436, 0.0747], [0.9958, 4.0734, 1.1143], [2.9043, 4.5622, 0.0358], [0.4545, 3.4720, -1.5093], [1.1327, 2.1265, -0.7218], [2.2315, 3.1229, -1.7908], [0.1713, 3.4805, 1.1842], [1.2770, 4.5519, 1.9516], [-3.3313, -3.0704, 0.8061], [-4.0002, -3.2573, -0.5269], [-3.9845, -2.2357, -1.4114], [-4.4932, -4.3474, -0.7926], [-4.1217, -3.1640, 1.5476], [-2.9037, -2.0614, 0.8667], [-2.4910, -3.7430, 0.9482], [-3.3519, -1.4549, -1.4563], [-4.5001, -2.4469, -2.2523], [-0.1407, -0.5236, -1.8083], [-1.1486, 0.1237, -0.8798], [-0.8905, 0.0278, 0.4392], [-2.2240, 0.5675, -1.3064], [0.0003, -1.5590, -1.4941], [0.8217, -0.0575, -1.5708], [-0.4365, -0.3916, -2.8386], [-0.0514, -0.4452, 0.7656], [-1.5610, 0.3717, 1.1048], [-0.8209, -1.6239, -6.1493], [-0.0280, -2.7261, -5.5012], [0.6894, -3.5367, -6.3346], [0.0888, -2.8452, -4.2929], [-0.7859, -1.5149, -7.2290], [-0.3368, -0.7470, -5.7006], [-1.8507, -1.5796, -5.8017], [0.4644, -3.5314, -7.3122], [1.0400, -4.3456, -5.8451], [-2.6623, 5.1500, 1.2458], [-2.4402, 3.7176, 0.8404], [-3.1737, 3.2581, -0.1913], [-1.6344, 2.9668, 1.3897], [-2.1170, 5.3212, 2.1700], [-3.7223, 5.3794, 1.3053], [-2.1880, 5.7718, 0.4828], [-3.8956, 3.7821, -0.6483], [-3.0133, 2.2986, -0.4769]], "lowdin_charge": [-0.099, -0.210, -0.235, -0.166, -0.086, -0.192, -0.185, -0.203, -0.105, 0.091, 0.089, 0.092, 0.128, 0.133, 0.110, 0.121, 0.095, 0.083, 0.120, 0.111, 0.115, 0.090, 0.088, 0.090, -0.006, -0.595, 0.170, 0.023, 0.066, 0.082, 0.080, 0.113, 0.051, -0.004, -0.611, 0.170, 0.015, 0.089, 0.053, 0.082, 0.046, 0.108, -0.010, -0.602, 0.174, 0.018, 0.087, 0.053, 0.078, 0.069, 0.108, 0.013, -0.570, 0.188, -0.024, 0.094, 0.054, 0.076, 0.062, 0.095, -0.008, -0.600, 0.149, 0.024, 0.073, 0.087, 0.086, 0.093, 0.109, 0.003, -0.572, 0.180, -0.025, 0.085, 0.081, 0.090, 0.106, 0.070]}

---

(3)
{"formula": "C18H46BrCl2NO12P3S5", "method": "ωB97M-V/def2-TZVPD", "total_charge": -1, "e_tot_ha": -8180.36970, "gap_ev": 6.248, "largest_force_ev_per_a": 4.55, "species": ["C", "O", "C", "P", "Br", "C", "N", "C", "C", "C", "C", "O", "C", "O", "O", "C", "Cl", "C", "P", "O", "Cl", "P", "O", "O", "S", "O", "H", "H", "H", "H", "H", "H", "H", "H", "H", "H", "H", "H", "H", "H", "H", "H", "H", "H", "H", "H", "H", "H", "C", "S", "O", "C", "H", "H", "H", "H", "H", "H", "C", "S", "O", "C", "H", "H", "H", "H", "H", "H", "C", "S", "O", "C", "H", "H", "H", "H", "H", "H", "C", "S", "O", "C", "H", "H", "H", "H", "H", "H"], "positions_angstrom": [[4.2978, 4.2515, 0.9149], [4.0791, 2.8650, 0.6023], [2.6426, 2.5932, 0.3675], [2.5766, 1.2622, -1.0772], [3.8213, -0.0122, 0.4533], [1.0645, 0.5923, -0.1068], [0.1092, -0.2513, -0.8789], [2.7549, -0.1653, -2.3124], [4.2486, -0.4668, -2.8021], [4.5699, -0.0186, -4.3164], [5.9239, 0.8664, -4.3071], [7.0745, 0.1157, -3.8182], [7.6830, 0.7948, -2.7167], [8.9172, 0.8234, -2.5722], [3.9325, 2.1898, -1.7085], [3.5368, 2.9984, -2.8336], [4.6765, 4.4271, -3.1830], [1.9396, 3.3220, -2.7421], [1.0433, 3.1578, -4.4541], [1.5254, 1.7039, -5.2192], [-1.0534, 2.9850, -4.0839], [1.3940, 5.0896, -2.2269], [0.8191, 5.9733, -3.5794], [2.5456, 5.9219, -1.3012], [-0.1794, 4.8485, -1.0672], [1.4156, 2.2089, -2.0109], [3.4866, 4.7286, 1.5562], [4.5315, 4.8506, -0.0418], [5.2727, 4.2922, 1.5316], [2.1002, 3.5561, 0.0971], [2.2847, 2.1432, 1.3656], [0.4354, 1.4277, 0.3815], [1.4243, -0.0471, 0.7753], [0.2652, -1.2552, -0.7590], [0.0194, 0.0210, -1.8613], [2.3314, -1.1648, -1.9372], [2.1571, 0.1387, -3.2532], [5.0708, -0.0383, -2.1494], [4.3995, -1.6099, -2.7817], [4.8343, -0.9571, -4.9299], [3.7197, 0.5206, -4.8424], [6.2021, 1.2390, -5.3614], [5.7972, 1.7837, -3.6407], [7.0429, 1.2913, -1.9028], [3.5837, 2.4610, -3.8542], [0.7805, 1.0658, -5.1524], [1.5302, 6.5223, -3.9759], [2.0140, 6.4233, -0.6374], [-4.4501, -0.1125, 0.9276], [-3.2185, 0.8545, 0.0293], [-1.9371, 0.7689, 0.7924], [-3.9530, 2.4656, 0.3846], [-4.1694, -1.1649, 0.8731], [-4.4809, 0.1998, 1.9710], [-5.4283, 0.0238, 0.4666], [-4.0143, 2.6171, 1.4639], [-4.9487, 2.5182, -0.0598], [-3.3198, 3.2376, -0.0548], [-6.2972, -2.0876, 4.7214], [-7.0687, -2.0831, 3.0916], [-6.6062, -0.8525, 2.3787], [-8.7474, -1.7685, 3.6794], [-5.2221, -2.2322, 4.5966], [-6.4785, -1.1347, 5.2222], [-6.7046, -2.9078, 5.3149], [-8.7750, -0.8355, 4.2449], [-9.0748, -2.5989, 4.3073], [-9.4071, -1.6877, 2.8146], [-0.6602, -3.2200, 4.4758], [-1.8828, -2.0147, 5.0291], [-3.1672, -2.7508, 5.2645], [-2.0290, -1.1616, 3.4466], [-0.4406, -3.8953, 5.3038], [-1.0548, -3.7936, 3.6362], [0.2539, -2.7015, 4.1806], [-2.3381, -1.8649, 2.6718], [-1.0701, -0.7122, 3.1843], [-2.7795, -0.3770, 3.5435], [-3.4460, -6.7858, 1.2689], [-1.8121, -6.7844, 2.0358], [-1.6424, -5.4704, 2.7249], [-0.8809, -6.7083, 0.4911], [-4.1978, -6.7918, 2.0588], [-3.5708, -5.8911, 0.6565], [-3.5595, -7.6810, 0.6550], [-1.1668, -5.8186, -0.0727], [-1.0778, -7.6061, -0.0974], [0.1817, -6.6595, 0.7308]], "lowdin_charge": [-0.151, -0.374, -0.310, 0.447, 0.440, -0.433, -0.063, -0.305, -0.251, -0.154, -0.201, -0.089, -0.251, 0.025, -0.335, -0.652, 0.572, -0.684, 0.668, -0.379, 0.171, 0.339, -0.311, -0.302, 0.251, -0.384, 0.089, 0.070, 0.089, 0.051, 0.092, 0.080, 0.023, 0.053, 0.047, 0.081, 0.072, 0.055, 0.112, 0.111, 0.082, 0.134, 0.081, 0.169, 0.070, 0.043, 0.072, 0.058, -0.309, 0.816, -0.557, -0.268, 0.049, 0.035, 0.042, 0.055, 0.048, 0.039, -0.260, 0.828, -0.567, -0.280, 0.013, 0.062, 0.057, 0.055, 0.048, 0.045, -0.268, 0.823, -0.584, -0.268, 0.051, 0.005, 0.058, 0.059, 0.059, 0.040, -0.271, 0.831, -0.557, -0.268, 0.050, 0.059, 0.050, 0.060, 0.050, 0.052]}